Entry 1:
Density functional theory data (the ωB97M-V functional and the def2-TZVPD basis) for a molecular structure, C11H22BaO9.

XYZ file:
```
43
Properties=species:S:1:pos:R:3:forces:R:3:lowdin_spin:R:1
Ba 19.62756 15.96349 -5.37346 0.43 1.01 -0.58 0.523
C 22.01875 19.64089 -3.18433 -2.10 -5.02 -3.78 0.002
C 22.53206 20.78169 -3.75323 0.85 3.34 5.08 0.000
C 22.73449 20.96085 -5.20966 1.81 3.63 -1.88 0.000
O 23.25429 22.00949 -5.73311 -0.52 -1.11 2.06 0.000
C 22.32276 20.02249 -6.09884 -1.85 -4.91 -0.53 0.002
C 21.64293 18.78368 -5.71472 1.56 4.04 1.18 0.003
C 21.58150 18.56370 -4.11608 1.06 2.67 0.76 0.001
O 21.12033 17.46879 -3.72346 -0.86 -1.40 -0.09 0.003
O 21.04707 18.03535 -6.50361 -0.43 -1.71 0.23 0.007
O 22.80830 21.67683 -2.85828 0.03 -0.65 -2.85 0.000
H 21.80879 19.46191 -2.14017 0.31 0.35 0.05 0.000
H 22.57436 20.19096 -7.13552 -0.33 0.03 -0.15 0.000
C 19.66808 14.36732 -1.99158 0.23 -0.19 -0.10 0.011
O 20.32551 14.39832 -3.27497 -0.04 0.12 0.67 0.014
H 20.43329 14.40823 -1.21643 -0.09 -0.26 0.15 0.001
H 19.03273 15.23461 -1.81201 -0.09 -0.13 -0.55 0.001
H 19.11341 13.42900 -1.99293 -0.25 0.16 0.61 0.005
H 21.15326 13.95027 -3.08604 0.23 0.13 -0.61 0.003
C 23.41800 15.07384 -5.38518 1.43 0.18 -0.32 0.009
O 22.14656 14.70780 -5.85686 -0.80 -0.11 0.19 0.015
H 23.44031 16.07300 -4.95010 -0.50 -0.13 -0.02 0.000
H 23.83833 14.35568 -4.68114 -0.26 -0.07 0.36 0.001
H 24.11182 15.07026 -6.22584 0.16 0.24 -0.11 0.001
H 22.24016 13.85472 -6.28711 -0.16 -0.08 -0.11 0.010
C 17.41147 19.18901 -6.06817 0.05 -0.45 0.70 0.015
O 17.92191 17.91586 -6.47055 -0.26 0.28 0.13 0.048
H 16.44571 19.09017 -5.57254 -0.37 -0.16 -0.19 0.006
H 18.06213 19.53436 -5.26476 0.32 0.43 -0.56 0.001
H 17.30822 19.86378 -6.91795 0.33 0.16 0.19 0.002
H 17.31463 17.57723 -7.13248 -0.08 -0.37 -0.30 0.032
C 18.16122 17.94747 -2.57255 -1.08 -0.22 0.02 0.009
O 17.78792 16.82053 -3.39886 0.92 -0.38 0.04 0.031
H 18.05809 18.83174 -3.20146 0.25 0.26 0.48 0.001
H 17.43372 17.92862 -1.76108 0.06 0.60 0.20 0.002
H 19.15477 17.86302 -2.13230 0.06 -0.25 -0.60 0.001
H 16.82973 16.77888 -3.44040 -0.07 0.00 -0.12 0.017
C 19.85994 14.88352 -9.30623 0.29 -0.18 0.43 0.034
O 19.06429 15.41419 -8.25240 0.54 0.35 0.26 0.093
H 19.69515 15.35420 -10.27546 -0.16 0.19 0.08 0.005
H 20.88690 15.06026 -8.98650 0.03 0.02 -0.24 0.003
H 19.71377 13.80754 -9.40106 -0.05 -0.10 -0.06 0.014
H 18.13791 15.18596 -8.35886 -0.61 -0.29 -0.14 0.073
```
Forces are in eV/Å.

* spin multiplicity: 2
* total charge: -1
* Kohn-Sham gap (alpha / beta): 2.60 / 5.31 eV
* LUMO (alpha / beta): 1.63 / 1.83 eV
* ⟨S²⟩: 0.75

Entry 2:
Density functional theory data (the ωB97M-V functional and the def2-TZVPD basis) for a molecular structure, C11H22BrCl20F3In.

XYZ file:
```
58
Properties=species:S:1:pos:R:3:forces:R:3:mulliken_charge:R:1
F -1.22221 -2.46030 6.15887 -0.08 0.01 0.33 -0.244
C -1.88579 -1.82835 5.15210 0.30 -0.28 -0.18 0.168
F -0.99192 -0.79477 4.81364 -0.14 0.18 -0.09 -0.262
F -1.75665 -2.69243 4.09927 -0.11 0.08 -0.17 -0.218
In -4.01091 -1.10041 5.49689 -0.11 0.33 -0.10 0.732
Br -5.47825 -3.21459 5.16028 0.12 0.10 0.20 -0.554
H -4.35445 -0.02793 4.16122 0.06 -0.09 -0.05 -0.320
H -4.21933 -0.40441 7.07285 0.02 -0.19 0.04 -0.325
C 0.50643 0.38575 7.42964 -0.03 -0.09 -0.03 0.228
Cl 1.73311 -0.33414 8.50396 0.02 0.02 0.00 -0.217
Cl -1.02900 0.65111 8.24453 -0.02 0.00 0.04 -0.155
H 0.87774 1.33771 7.08246 0.09 0.02 0.05 0.102
H 0.33742 -0.29522 6.60591 0.01 -0.08 0.02 0.027
C -1.07766 -0.99700 0.98025 0.02 -0.09 0.03 -0.118
Cl -0.24086 0.23143 0.00319 0.02 0.10 0.11 -0.169
Cl -2.38389 -1.76576 0.08334 -0.02 -0.01 -0.09 -0.138
H -0.35456 -1.75223 1.25695 0.04 -0.02 0.00 0.247
H -1.49343 -0.51747 1.85341 -0.09 0.11 0.10 0.181
C 0.04614 0.43378 -3.65897 0.02 0.09 0.02 0.168
Cl -1.19103 0.16001 -4.89795 -0.01 0.02 -0.02 -0.196
Cl 1.43445 -0.64175 -3.86497 -0.02 -0.05 0.06 -0.127
H 0.40130 1.45231 -3.75236 -0.02 0.02 -0.04 0.138
H -0.40045 0.25986 -2.68847 0.01 -0.13 0.00 -0.001
C 5.52846 0.44720 7.94963 -0.06 -0.02 0.01 0.034
Cl 5.89026 2.16602 7.73780 0.00 0.01 0.00 -0.161
Cl 6.61468 -0.58738 7.01167 0.00 0.00 0.00 -0.161
H 5.64753 0.20282 8.99708 0.02 0.00 0.02 0.252
H 4.51190 0.26710 7.62330 -0.01 0.00 -0.03 0.032
C -0.26334 2.31694 3.74019 0.00 -0.03 0.02 0.305
Cl -1.73568 2.96253 3.01667 -0.02 0.00 -0.04 -0.161
Cl 0.10759 3.08533 5.29659 -0.01 0.13 -0.09 -0.193
H -0.40419 1.25991 3.91776 -0.05 -0.10 0.04 -0.207
H 0.56391 2.50492 3.06886 0.03 0.02 -0.03 0.311
C 3.03491 -2.69781 -1.15799 0.00 0.09 -0.04 -0.217
Cl 4.18282 -3.26360 0.06406 -0.01 0.00 0.00 -0.174
Cl 1.35548 -2.97106 -0.69453 -0.04 -0.12 0.01 -0.099
H 3.17693 -1.63291 -1.29365 0.00 0.02 0.01 0.212
H 3.22365 -3.23697 -2.07750 0.01 -0.03 -0.01 0.279
C 0.47080 2.76129 -7.10250 -0.04 -0.08 -0.05 0.414
Cl 1.64108 2.54954 -8.41937 0.00 0.00 0.03 -0.178
Cl 1.18624 3.49359 -5.66124 0.06 0.01 -0.02 -0.178
H -0.31742 3.40895 -7.46461 0.06 0.01 0.08 -0.105
H 0.08822 1.78550 -6.82761 0.03 -0.01 0.00 0.054
C 4.83264 1.11066 -7.33968 0.04 0.03 0.04 -0.215
Cl 4.90466 0.36376 -8.94304 -0.01 0.00 0.00 -0.160
Cl 4.05769 0.07402 -6.13986 -0.02 0.01 -0.04 -0.089
H 5.84505 1.31349 -7.01483 0.03 -0.02 -0.01 0.310
H 4.25229 2.02003 -7.41817 -0.04 0.03 -0.02 0.159
C -5.27354 -4.36380 0.23673 0.05 0.01 0.08 -0.084
Cl -6.70627 -3.99797 -0.75790 0.00 0.00 0.01 -0.195
Cl -5.42125 -3.81278 1.90047 -0.01 -0.04 -0.18 -0.021
H -5.14420 -5.43893 0.23559 -0.02 -0.02 -0.01 0.274
H -4.42443 -3.87430 -0.22420 0.00 0.03 -0.01 0.016
C -2.83390 3.03494 -9.54712 0.04 -0.02 0.02 -0.232
Cl -4.30049 3.31105 -10.48778 -0.02 0.01 -0.01 -0.157
Cl -2.70814 4.13078 -8.15953 -0.10 0.03 -0.04 -0.174
H -2.85240 2.01911 -9.17315 -0.02 -0.02 0.02 0.285
H -1.97771 3.20281 -10.18817 0.01 0.02 -0.01 0.277
```
Forces are in eV/Å.

* total charge: -1
* Kohn-Sham gap: 7.45 eV
* LUMO: 1.42 eV

Entry 3:
Density functional theory data (the ωB97M-V functional and the def2-TZVPD basis) for 3 unconnected molecules or ions with the total composition C11H22BrF3O5PS2.

XYZ file:
```
45
Properties=species:S:1:pos:R:3:forces:R:3:mulliken_charge:R:1
O 3.96383 -0.78555 1.45996 -1.20 0.37 -0.10 -0.500
C 2.85273 0.03085 1.85783 -0.37 -0.59 -0.48 -0.113
C 1.69553 -0.09382 0.75663 0.15 -0.24 0.45 -0.712
P 0.06017 0.51211 1.46063 -0.36 -1.49 -0.51 0.225
Br -1.09205 -1.23246 2.35694 1.27 1.66 -0.81 0.060
C 3.31587 1.55223 1.96851 1.14 -0.03 0.56 0.756
F 3.12593 1.94349 3.30918 0.71 -0.38 -2.62 -0.249
F 2.58300 2.44574 1.19138 1.20 -1.61 1.32 -0.191
F 4.65279 1.62175 1.57906 -2.88 0.53 1.15 -0.235
H 3.61130 -1.66567 1.20269 0.40 0.73 0.34 0.336
H 2.50986 -0.34546 2.88572 0.19 0.89 -1.33 0.277
H 1.89964 0.49511 -0.19408 -0.21 -0.55 1.21 0.355
H 1.59682 -1.19915 0.50647 -0.25 1.41 0.28 0.535
H 0.25935 1.54656 2.42855 -0.19 -0.50 -0.53 0.232
H -0.75333 0.96024 0.36186 0.49 -0.02 0.84 0.232
C 2.36735 4.92297 -4.24621 0.05 0.19 0.00 -0.592
C 3.52530 4.79761 -3.25339 0.16 -0.07 -0.16 -0.680
C 2.92526 4.80570 -1.84546 0.55 0.12 0.11 -0.504
S 1.27146 4.13995 -2.00324 0.12 0.39 -0.45 1.057
O 0.32338 5.17932 -1.68264 0.02 -0.50 0.25 -0.663
O 1.22039 2.83228 -1.37872 -0.37 -0.16 0.39 -0.579
C 1.30952 3.93331 -3.77497 0.00 -0.06 -0.45 -0.690
H 2.68548 4.71245 -5.26844 -0.06 0.02 0.08 0.346
H 1.96639 5.94075 -4.21939 -0.01 -0.09 -0.04 0.306
H 4.05099 3.85307 -3.42446 -0.04 0.07 0.01 0.302
H 4.25162 5.60293 -3.37610 -0.06 -0.08 0.05 0.331
H 3.50064 4.18477 -1.15848 -0.19 0.06 0.07 0.238
H 2.84402 5.81929 -1.45070 -0.15 -0.11 0.02 0.401
H 0.32228 4.12730 -4.19273 -0.02 -0.06 0.20 0.387
H 1.61142 2.90497 -3.98465 -0.05 0.05 0.07 0.347
C -5.47577 -4.87915 2.01680 -0.17 -0.02 -0.13 -0.632
C -4.81993 -6.08486 1.33997 -0.07 -0.16 0.16 -0.632
C -3.72376 -5.55167 0.41440 -0.10 -0.50 -0.23 -0.649
S -3.17408 -4.00603 1.12888 -0.45 -0.45 0.07 1.094
O -3.51952 -2.93069 0.22718 0.47 0.08 0.18 -0.643
O -1.83323 -4.17125 1.65313 0.09 0.52 -0.16 -0.684
C -4.32810 -3.99653 2.49022 -0.30 0.03 0.33 -0.627
H -6.11826 -5.17967 2.84589 0.06 0.06 -0.06 0.344
H -6.09052 -4.33734 1.29151 0.03 0.00 0.09 0.310
H -4.37578 -6.73293 2.10164 -0.03 0.05 -0.06 0.302
H -5.54656 -6.68171 0.78603 0.10 0.05 0.03 0.318
H -2.88073 -6.23964 0.35029 0.04 0.21 -0.06 0.348
H -4.10984 -5.34278 -0.58423 0.10 0.13 0.08 0.352
H -4.63447 -2.97418 2.71066 0.15 0.01 -0.08 0.416
H -3.82638 -4.43425 3.35589 0.04 0.04 -0.09 0.368
```
Forces are in eV/Å.

* total charge: +1
* Kohn-Sham gap: 8.35 eV
* LUMO: -4.50 eV

Entry 4:
Density functional theory data (the ωB97M-V functional and the def2-TZVPD basis) for a molecular structure, C11H22Cl2LuO.

XYZ file:
```
37
Properties=species:S:1:pos:R:3:forces:R:3:mulliken_charge:R:1
Lu -0.02666 1.86042 0.09149 0.54 2.25 0.93 0.087
Cl 2.29687 1.65001 -0.65842 0.91 -0.50 -0.45 -0.614
Cl -2.03877 3.00759 -0.70694 -0.90 0.00 -0.59 -0.628
C 0.33393 3.24808 1.65931 -0.17 0.04 -0.06 -0.733
H -0.42557 4.01189 1.92630 0.32 -0.14 0.00 0.070
H 1.24168 3.36137 2.27745 -0.09 0.16 -0.05 0.280
C -0.36963 -1.17538 -1.54832 0.15 -2.27 1.00 -0.138
C -0.60708 0.00469 -2.02798 -1.04 2.21 -1.46 -1.023
H -0.93999 -1.57039 -0.70025 0.01 0.26 -0.25 0.273
C 0.11440 0.60090 -3.22093 0.48 0.05 -0.11 -0.413
H -1.45888 0.61114 -1.66857 0.43 -0.35 -0.01 1.159
C 0.92983 -0.45801 -3.99017 -0.38 0.08 0.09 -0.841
H -0.59729 1.10242 -3.89665 0.10 -0.21 0.29 0.331
H 0.81158 1.38421 -2.87581 -0.29 -0.19 -0.01 0.205
C 1.64916 -1.41036 -3.03945 0.01 0.10 0.27 -0.596
H 0.22508 -1.03493 -4.60306 0.13 -0.02 -0.09 0.310
H 1.64941 0.02526 -4.66273 -0.17 -0.06 0.09 0.347
C 0.65066 -2.11921 -2.10841 0.65 -0.13 -0.32 -0.805
H 2.22557 -2.14732 -3.60843 -0.03 0.02 0.07 0.328
H 2.35346 -0.83695 -2.42493 -0.09 -0.02 -0.08 0.258
H 0.16195 -2.93143 -2.67096 -0.13 0.17 0.17 0.330
H 1.19817 -2.61809 -1.29793 -0.09 0.11 -0.04 0.301
C -1.80633 -1.63537 2.22178 -0.17 -0.08 0.26 -1.338
C -1.74020 -0.15613 1.88713 0.81 0.45 -0.16 -0.366
O -0.39439 0.27839 1.51599 -0.50 -2.11 1.15 0.220
C 0.64709 -0.04283 2.50925 -0.53 0.37 -0.18 -0.266
C 0.44607 0.70821 3.81076 0.10 -0.17 0.15 -1.252
H -1.14619 -2.24343 1.59394 -0.10 0.18 0.05 0.335
H -2.83213 -1.98337 2.06720 0.09 0.01 0.05 0.381
H -1.55665 -1.80443 3.27704 0.04 -0.09 -0.26 0.347
H -2.36940 0.08528 1.02200 0.18 0.04 0.15 0.374
H -2.05822 0.46169 2.73794 -0.06 -0.08 -0.27 0.451
H 0.59905 -1.12588 2.66642 0.23 0.11 -0.11 0.348
H 1.59570 0.22609 2.02854 -0.30 -0.03 0.04 0.303
H -0.43034 0.33740 4.35157 0.03 0.02 0.02 0.294
H 1.32377 0.54606 4.44537 -0.05 -0.06 -0.03 0.390
H 0.34431 1.78240 3.62046 -0.08 -0.09 -0.24 0.292
```
Forces are in eV/Å.

* total charge: -1
* Kohn-Sham gap: 3.89 eV
* LUMO: 2.79 eV